Record 1
This record from the Open Molecules 2025 dataset describes a 11-piece molecular cluster, C42H109N3O24S8 overall in a non-equilibrium geometry. The level of theory is ωB97M-V with the def2-TZVPD basis set.

The calculation puts the LUMO energy at 0.2 eV. As for the spin multiplicity: 1. The SMILES is CCOS(C)(=O)=O.CCOS(C)(=O)=O.CCOS(C)(=O)=O.CCOS(C)(=O)=O.CCOS(C)(=O)=O.CCOS(C)(=O)=O.CCOS(C)(=O)=O.CCOS(C)(=O)=O.CCN(CC)CC.CCN(CC)CC.CCN(CC)CC. The value obtained for the HOMO energy is -8.10 eV.

Geometry as XYZ:
```
186
Properties=species:S:1:pos:R:3:lowdin_charge:R:1
C -3.87339 -6.25727 11.42148 -0.06
C -3.85782 -6.50571 9.87614 -0.27
O -2.58113 -5.98818 9.40162 -0.26
S -2.70805 -4.98042 8.01303 0.72
C -2.53164 -6.03394 6.71767 -0.16
O -4.06345 -4.39458 8.02914 -0.31
O -1.45085 -4.13987 8.13313 -0.33
H -3.88865 -5.19579 11.66872 0.07
H -2.92026 -6.51744 11.88188 0.07
H -4.61889 -6.82888 11.97429 0.07
H -4.02192 -7.56012 9.65388 0.11
H -4.72050 -6.07400 9.36869 0.10
H -1.45482 -6.09575 6.56038 0.08
H -2.93342 -5.58108 5.81126 0.09
H -3.06847 -6.97919 6.79773 0.09
C 12.51644 7.71120 5.61060 -0.07
C 11.01095 7.61315 5.39732 -0.25
O 10.65224 7.57342 3.97208 -0.30
S 9.19173 6.88926 3.54913 0.66
C 9.36733 7.19787 1.72087 -0.09
O 9.18552 5.48610 3.82832 -0.29
O 8.12200 7.73392 4.06772 -0.31
H 12.64503 7.86604 6.68186 0.08
H 12.89033 8.66559 5.23987 0.07
H 13.06915 6.87445 5.18347 0.08
H 10.58530 6.76521 5.93391 0.11
H 10.49224 8.49518 5.77291 0.12
H 9.19293 6.25251 1.20708 0.06
H 10.28535 7.74215 1.49925 0.06
H 8.63585 7.91032 1.33946 0.06
C 4.28900 -6.56283 9.36050 -0.07
C 4.87665 -5.27289 9.83332 -0.35
O 6.14822 -5.07294 9.38683 -0.26
S 6.62434 -4.93342 7.75512 0.73
C 5.23455 -3.91770 7.09239 -0.11
O 7.79580 -4.06594 7.66384 -0.30
O 6.55334 -6.23579 7.03903 -0.32
H 4.38726 -6.61206 8.27605 0.06
H 3.25255 -6.65151 9.68606 0.08
H 4.76148 -7.47062 9.73572 0.09
H 4.25909 -4.39183 9.65880 0.11
H 5.09919 -5.33163 10.89875 0.13
H 4.45773 -4.59189 6.73170 0.07
H 5.68315 -3.33897 6.28497 0.07
H 4.97568 -3.21859 7.88759 0.06
C 3.24365 3.49443 8.71557 -0.06
C 4.52286 3.99474 9.34669 -0.26
O 4.49953 3.77105 10.80908 -0.28
S 5.96718 3.69362 11.53886 0.67
C 6.29562 1.84079 11.51914 -0.09
O 6.97326 4.38263 10.70706 -0.32
O 5.74272 4.10024 12.92341 -0.31
H 2.46469 4.25464 8.77369 0.08
H 2.94310 2.49936 9.04365 0.08
H 3.49584 3.37719 7.66165 0.08
H 5.41918 3.63033 8.84478 0.11
H 4.68843 5.07055 9.28908 0.12
H 6.79208 1.58584 10.58286 0.06
H 5.37096 1.30827 11.74170 0.06
H 6.97620 1.60826 12.33820 0.06
C 6.11779 -5.43573 -1.42138 -0.06
C 5.77843 -6.91671 -1.50010 -0.32
O 6.20458 -7.55877 -2.64520 -0.25
S 5.10602 -8.53603 -3.33822 0.69
C 5.85374 -8.77388 -5.03725 -0.09
O 5.25090 -9.75516 -2.54953 -0.30
O 3.77676 -7.89329 -3.49991 -0.31
H 7.15916 -5.14029 -1.29351 0.07
H 5.58859 -4.82039 -0.69378 0.08
H 5.77762 -4.89994 -2.30756 0.08
H 6.12843 -7.52914 -0.66913 0.12
H 4.71554 -7.05519 -1.30214 0.11
H 6.88655 -9.11924 -4.99099 0.06
H 5.84585 -7.76070 -5.43915 0.06
H 5.31897 -9.59277 -5.51843 0.07
C 2.03446 10.56825 -3.14918 -0.08
C 2.09369 9.75618 -4.39357 -0.31
O 3.38246 9.12456 -4.42235 -0.28
S 4.08631 8.81943 -5.90720 0.70
C 4.79208 10.44871 -6.34743 -0.11
O 5.17776 7.89218 -5.65331 -0.30
O 3.02966 8.52573 -6.93305 -0.33
H 1.04225 11.01948 -3.14404 0.09
H 2.74594 11.37778 -3.31212 0.08
H 2.32340 9.98469 -2.27507 0.09
H 1.40887 8.92113 -4.24588 0.12
H 1.86583 10.37637 -5.26049 0.12
H 4.23942 10.90966 -7.16609 0.06
H 5.72127 10.30448 -6.89869 0.07
H 4.81040 11.06234 -5.44675 0.07
C 2.06002 1.76421 -0.33199 -0.09
C 2.03859 1.19858 -1.70446 -0.33
O 2.11242 -0.20040 -1.61686 -0.24
S 0.72949 -1.06562 -1.93362 0.69
C 1.03941 -1.60170 -3.68625 -0.10
O 0.81120 -2.35991 -1.23837 -0.31
O -0.42287 -0.18700 -1.87145 -0.30
H 2.18079 2.84613 -0.27759 0.08
H 2.76641 1.27282 0.33706 0.09
H 1.07256 1.65952 0.11754 0.08
H 1.14624 1.58601 -2.19608 0.12
H 2.89688 1.65702 -2.19566 0.12
H 1.27492 -0.83074 -4.41990 0.07
H 0.24450 -2.30584 -3.93208 0.07
H 1.96812 -2.16497 -3.59492 0.06
C -8.09082 -4.15986 -3.25593 -0.07
C -6.83543 -4.98300 -3.08606 -0.31
O -6.81257 -5.96050 -4.15168 -0.27
S -6.55873 -7.58171 -3.77676 0.65
C -4.81088 -7.38380 -3.28988 -0.11
O -7.28437 -8.06011 -2.64479 -0.28
O -6.63646 -8.31329 -5.04421 -0.30
H -8.14804 -3.47844 -2.40711 0.08
H -8.85318 -4.91036 -3.04696 0.09
H -8.01415 -3.51207 -4.12919 0.09
H -6.04209 -4.24585 -3.20977 0.11
H -6.68342 -5.29497 -2.05277 0.12
H -4.82236 -6.77253 -2.38749 0.06
H -4.40489 -6.92802 -4.19294 0.07
H -4.43846 -8.39104 -3.10309 0.07
C -8.80919 3.10608 7.57259 -0.11
C -8.50536 3.48069 6.12644 -0.23
N -7.89048 2.41271 5.24510 -0.17
C -6.48474 2.26567 5.62878 -0.33
C -5.52015 3.37267 5.34640 -0.09
C -8.48094 1.06290 5.52300 -0.25
C -8.09763 0.27030 4.28485 -0.10
H -9.22466 3.92947 8.15354 0.07
H -7.95407 2.69525 8.10933 0.07
H -9.61670 2.38023 7.66830 0.06
H -9.41710 3.80025 5.62174 0.11
H -7.88262 4.37421 6.17006 0.10
H -6.39327 2.03487 6.69013 0.10
H -6.08123 1.40057 5.10259 0.10
H -4.59570 2.88804 5.03235 0.08
H -5.86790 4.02753 4.54745 0.08
H -5.49100 3.84834 6.32670 0.07
H -9.55399 1.19355 5.66297 0.11
H -8.14711 0.76305 6.51634 0.10
H -7.72516 0.93344 3.50407 0.08
H -8.95730 -0.27326 3.89295 0.06
H -7.52584 -0.63559 4.48614 0.07
C 0.92237 -5.58997 -10.89694 -0.12
C 0.13213 -4.59613 -11.66982 -0.25
N -1.32919 -4.52951 -11.25265 -0.17
C -2.11243 -3.32935 -11.68664 -0.25
C -3.57267 -3.35209 -11.32436 -0.10
C -2.05486 -5.80433 -11.51440 -0.27
C -2.47730 -6.09407 -12.95050 -0.08
H 0.64610 -6.62907 -11.07593 0.06
H 1.01673 -5.45714 -9.81918 0.08
H 1.96374 -5.61353 -11.21801 0.07
H 0.69919 -3.66668 -11.61820 0.11
H 0.20834 -4.84294 -12.72877 0.10
H -1.46215 -2.56782 -11.25619 0.11
H -2.15815 -3.33666 -12.77566 0.10
H -3.95223 -2.33118 -11.28217 0.08
H -4.07051 -3.98790 -12.05647 0.06
H -3.83274 -3.90439 -10.42134 0.07
H -2.78786 -5.90322 -10.71377 0.11
H -1.42100 -6.65509 -11.26432 0.09
H -3.20049 -5.34396 -13.27053 0.05
H -3.06476 -7.00879 -12.87128 0.08
H -1.59670 -6.17119 -13.58823 0.07
C -3.31783 4.17152 -7.44955 -0.10
C -3.97897 5.52511 -7.59002 -0.27
N -5.40372 5.55009 -7.23136 -0.15
C -5.55575 5.46476 -5.74610 -0.25
C -5.51085 6.80620 -5.06947 -0.10
C -6.27934 4.57704 -7.92131 -0.30
C -7.71036 4.94200 -7.86184 -0.10
H -3.42146 3.85359 -6.41212 0.06
H -2.23833 4.18406 -7.59997 0.08
H -3.94192 3.52303 -8.06443 0.06
H -3.41942 6.28543 -7.04512 0.11
H -3.77811 5.74934 -8.63763 0.11
H -6.55787 5.09429 -5.53021 0.10
H -4.91297 4.72872 -5.26323 0.10
H -4.55454 7.32821 -5.10223 0.06
H -6.21226 7.57806 -5.38626 0.07
H -5.86929 6.69712 -4.04589 0.07
H -6.16178 3.51576 -7.70230 0.11
H -5.93366 4.60295 -8.95472 0.11
H -8.05115 4.73638 -6.84710 0.07
H -8.19436 4.34378 -8.63383 0.08
H -7.95746 5.94282 -8.21597 0.08
```

***

Record 2
This record from the Open Molecules 2025 dataset describes C4H9NO2 as an isolated structure in a non-equilibrium geometry. The level of theory is ωB97M-V with the def2-TZVPD basis set.

The calculation puts the LUMO energy (alpha / beta) at 0.7 / 0.7 eV. As for the spin multiplicity: 1. The value obtained for the HOMO energy (alpha / beta) is -8.46 / -8.46 eV.

Geometry as XYZ:
```
16
Properties=species:S:1:pos:R:3:lowdin_charge:R:1
C -1.33775 0.00728 -0.35985 -0.17
C -2.78782 0.40191 -0.35350 -0.06
C 1.03785 -0.68211 0.47910 0.03
C 2.28700 0.11151 0.30386 -0.29
N -0.51719 0.39002 0.52719 -0.21
O -0.69743 1.05130 1.58374 -0.09
O 2.51100 0.21860 -1.07115 -0.06
H -1.08579 -0.55856 -1.19966 0.09
H -3.12075 1.05979 0.36483 0.03
H -3.42620 -0.55434 -0.33778 0.11
H -2.95684 1.05858 -1.25820 0.09
H 0.79821 -1.26589 -0.36312 0.07
H 0.82818 -1.18190 1.46566 0.12
H 3.13345 -0.50674 0.80653 0.15
H 2.35945 0.99367 0.84035 0.10
H 2.97463 -0.54309 -1.42801 0.09
```

***

Record 3
This record from the Open Molecules 2025 dataset describes a 2-piece molecular cluster, C5H12O2 overall. The level of theory is ωB97M-V with the def2-TZVPD basis set.

The calculation puts the LUMO energy at 0.8 eV. As for the spin multiplicity: 1. The SMILES is CC/C=C/CO.O. The value obtained for the HOMO energy is -9.43 eV.

Geometry as XYZ:
```
19
Properties=species:S:1:pos:R:3:lowdin_charge:R:1
C 1.24924 1.55685 0.28096 -0.11
C 0.39159 1.45783 -0.98134 -0.25
C -0.85636 0.63498 -0.76435 -0.12
C -0.94950 -0.48819 -0.07099 -0.10
C -2.24480 -1.23528 0.04405 -0.27
O -2.56054 -1.50447 1.41461 -0.08
H 2.10776 2.20101 0.11434 0.07
H 0.66786 1.97597 1.09364 0.08
H 1.63391 0.58461 0.59036 0.04
H 0.07081 2.48159 -1.20943 0.10
H 0.93761 1.16169 -1.88001 0.10
H -1.78468 1.11713 -1.07330 0.11
H -0.12841 -0.91075 0.50226 0.11
H -3.02899 -0.61055 -0.40321 0.11
H -2.16263 -2.17418 -0.52503 0.12
H -3.45167 -1.88059 1.43793 0.08
O 3.19901 -1.64311 0.79390 -0.06
H 2.94478 -1.67108 -0.13666 0.03
H 3.96501 -1.05346 0.77225 0.04
```

***

Record 4
This record from the Open Molecules 2025 dataset describes one molecule with the formula C19H23N3O5 in a non-equilibrium geometry. The level of theory is ωB97M-V with the def2-TZVPD basis set.

The calculation puts the LUMO energy at -0.9 eV. As for the spin multiplicity: 1. The SMILES is COc1ccc(/C=C(\C#N)C(=O)OCC(=O)NC(=O)NCCC(C)C)cc1. The value obtained for the HOMO energy is -8.83 eV.

Geometry as XYZ:
```
50
Properties=species:S:1:pos:R:3:lowdin_charge:R:1
C -8.27412 -3.02339 0.06450 -0.07
O -8.22769 -1.61963 -0.06376 -0.07
C -7.03111 -0.99927 -0.06821 -0.27
C -5.79444 -1.63735 0.04526 0.00
C -4.62881 -0.90283 0.02854 0.00
C -4.64858 0.49151 -0.10137 -0.20
C -3.47322 1.30885 -0.12635 0.06
C -2.16293 0.96027 -0.03750 -0.12
C -1.63636 -0.33668 0.10735 -0.20
N -1.14099 -1.36586 0.22677 0.19
C -1.15256 2.04170 -0.09722 -0.45
O -1.39970 3.21468 -0.21111 0.13
O 0.09720 1.54636 -0.00754 -0.01
C 1.15207 2.49081 -0.05507 -0.05
C 2.51156 1.82379 0.11518 -0.42
O 3.52242 2.49764 0.08228 0.07
N 2.47325 0.48746 0.29492 0.20
C 3.55966 -0.42600 0.45575 -0.51
O 3.31533 -1.60447 0.54361 0.08
N 4.76572 0.14640 0.51906 0.09
C 5.98096 -0.63466 0.57580 -0.17
C 6.71952 -0.58754 -0.76349 -0.16
C 8.01851 -1.40373 -0.80792 -0.44
C 7.76495 -2.89106 -0.57217 -0.08
C 9.06130 -0.87630 0.17566 -0.08
C -5.90135 1.12122 -0.21459 -0.02
C -7.06461 0.39604 -0.19866 0.01
H -9.33054 -3.28484 0.04117 0.10
H -7.75998 -3.51788 -0.76482 0.10
H -7.84008 -3.35266 1.01310 0.10
H -5.73281 -2.70902 0.14710 0.11
H -3.68692 -1.41883 0.11756 0.09
H -3.64407 2.37533 -0.23340 0.13
H 1.02597 3.24164 0.73507 0.15
H 1.14030 3.02627 -1.01265 0.15
H 1.56742 0.03002 0.28956 0.14
H 4.82933 1.14804 0.36993 0.12
H 5.68742 -1.65714 0.81729 0.12
H 6.60976 -0.23583 1.37557 0.12
H 6.94911 0.45535 -0.99791 0.11
H 6.04399 -0.96070 -1.53668 0.12
H 8.42353 -1.28697 -1.82053 0.13
H 8.66922 -3.46144 -0.77250 0.08
H 7.47041 -3.07681 0.45724 0.07
H 6.97760 -3.25509 -1.22752 0.08
H 10.01286 -1.37814 0.01549 0.08
H 9.21250 0.19242 0.04160 0.08
H 8.75470 -1.05881 1.20238 0.07
H -5.94378 2.19559 -0.31579 0.12
H -8.02631 0.87622 -0.28535 0.12
```

***

What did the fourth record say?
This record from the Open Molecules 2025 dataset describes one molecule with the formula C19H23N3O5 in a non-equilibrium geometry. The level of theory is ωB97M-V with the def2-TZVPD basis set.

The calculation puts the LUMO energy at -0.9 eV. As for the spin multiplicity: 1. The SMILES is COc1ccc(/C=C(\C#N)C(=O)OCC(=O)NC(=O)NCCC(C)C)cc1. The value obtained for the HOMO energy is -8.83 eV.

Geometry as XYZ:
```
50
Properties=species:S:1:pos:R:3:lowdin_charge:R:1
C -8.27412 -3.02339 0.06450 -0.07
O -8.22769 -1.61963 -0.06376 -0.07
C -7.03111 -0.99927 -0.06821 -0.27
C -5.79444 -1.63735 0.04526 0.00
C -4.62881 -0.90283 0.02854 0.00
C -4.64858 0.49151 -0.10137 -0.20
C -3.47322 1.30885 -0.12635 0.06
C -2.16293 0.96027 -0.03750 -0.12
C -1.63636 -0.33668 0.10735 -0.20
N -1.14099 -1.36586 0.22677 0.19
C -1.15256 2.04170 -0.09722 -0.45
O -1.39970 3.21468 -0.21111 0.13
O 0.09720 1.54636 -0.00754 -0.01
C 1.15207 2.49081 -0.05507 -0.05
C 2.51156 1.82379 0.11518 -0.42
O 3.52242 2.49764 0.08228 0.07
N 2.47325 0.48746 0.29492 0.20
C 3.55966 -0.42600 0.45575 -0.51
O 3.31533 -1.60447 0.54361 0.08
N 4.76572 0.14640 0.51906 0.09
C 5.98096 -0.63466 0.57580 -0.17
C 6.71952 -0.58754 -0.76349 -0.16
C 8.01851 -1.40373 -0.80792 -0.44
C 7.76495 -2.89106 -0.57217 -0.08
C 9.06130 -0.87630 0.17566 -0.08
C -5.90135 1.12122 -0.21459 -0.02
C -7.06461 0.39604 -0.19866 0.01
H -9.33054 -3.28484 0.04117 0.10
H -7.75998 -3.51788 -0.76482 0.10
H -7.84008 -3.35266 1.01310 0.10
H -5.73281 -2.70902 0.14710 0.11
H -3.68692 -1.41883 0.11756 0.09
H -3.64407 2.37533 -0.23340 0.13
H 1.02597 3.24164 0.73507 0.15
H 1.14030 3.02627 -1.01265 0.15
H 1.56742 0.03002 0.28956 0.14
H 4.82933 1.14804 0.36993 0.12
H 5.68742 -1.65714 0.81729 0.12
H 6.60976 -0.23583 1.37557 0.12
H 6.94911 0.45535 -0.99791 0.11
H 6.04399 -0.96070 -1.53668 0.12
H 8.42353 -1.28697 -1.82053 0.13
H 8.66922 -3.46144 -0.77250 0.08
H 7.47041 -3.07681 0.45724 0.07
H 6.97760 -3.25509 -1.22752 0.08
H 10.01286 -1.37814 0.01549 0.08
H 9.21250 0.19242 0.04160 0.08
H 8.75470 -1.05881 1.20238 0.07
H -5.94378 2.19559 -0.31579 0.12
H -8.02631 0.87622 -0.28535 0.12
```